No. 1
Molecular formula: C25H45AsBrN4O3SSiSn
Method: DFT, ωB97M-V with the def2-TZVPD basis set

The energy above the lowest of the compared OMol25 structures with the same formula, charge and spin comes out at 9.67 kcal/mol. For the strongest force on any atom, the calculation gives 2.8 eV/A. As for the orbital gap: 7.81 eV. The charge is +1. As for the electronic energy: -194179.3946 eV. As for the spin multiplicity: 1. Its LUMO energy is -0.0998 Ha.

Geometry (Å):
Sn1 -1.494 -2.842 0.172
N1 -7.355 -0.612 3.768
C1 -6.184 -0.423 3.062
C2 -5.144 -1.318 3.131
C3 -4.010 -1.032 2.426
C4 -3.851 0.127 1.688
C5 -4.941 0.981 1.523
C6 -6.094 0.752 2.261
S1 -2.529 0.118 0.513
O1 -1.283 -0.421 1.093
O2 -2.496 1.309 -0.287
N2 -2.851 -1.260 -0.302
C7 -4.038 -1.577 -0.905
N3 -5.003 -0.657 -1.017
C8 -6.137 -1.083 -1.586
C9 -6.255 -2.377 -2.086
C10 -5.219 -3.257 -1.825
N4 -4.084 -2.888 -1.201
H1 -7.538 -1.432 4.382
H2 -8.097 0.062 3.709
H3 -5.254 -2.252 3.671
H4 -3.198 -1.769 2.524
H5 -4.835 1.753 0.747
H6 -6.951 1.388 2.128
H7 -6.908 -0.315 -1.763
H8 -7.224 -2.758 -2.447
H9 -5.254 -4.304 -2.069
C11 -2.061 -1.531 -4.148
As1 -0.516 -2.490 -3.432
C12 -0.243 -4.182 -4.382
C13 1.154 -1.610 -3.831
O3 -0.637 -2.813 -1.750
H10 -1.921 -1.444 -5.272
H11 -2.289 -0.574 -3.683
H12 -3.017 -2.138 -3.955
H13 -0.136 -3.928 -5.443
H14 -0.975 -4.977 -4.271
H15 0.746 -4.536 -4.037
H16 0.893 -1.140 -4.785
H17 1.934 -2.282 -3.967
H18 1.475 -0.858 -3.138
C14 5.559 2.384 0.475
C15 4.548 1.869 -0.559
C16 4.380 2.942 -1.660
C17 5.209 0.672 -1.233
Si1 2.989 1.455 0.428
Br1 1.209 0.847 -0.890
C18 2.267 2.845 1.452
C19 0.898 2.453 2.011
C20 3.131 3.266 2.672
C21 2.110 4.130 0.633
C22 3.158 -0.252 1.362
C23 4.461 -0.256 2.219
C24 2.019 -0.604 2.289
C25 3.372 -1.495 0.438
H19 6.556 2.429 0.020
H20 5.721 1.789 1.363
H21 5.311 3.453 0.797
H22 5.405 3.085 -2.110
H23 4.056 3.923 -1.280
H24 3.644 2.635 -2.453
H25 6.131 0.870 -1.745
H26 4.595 0.024 -1.853
H27 5.525 -0.070 -0.477
H28 1.008 1.662 2.794
H29 0.235 2.056 1.242
H30 0.429 3.330 2.422
H31 3.206 2.419 3.417
H32 2.534 4.034 3.185
H33 4.178 3.621 2.490
H34 1.471 4.063 -0.275
H35 3.050 4.527 0.365
H36 1.615 4.913 1.241
H37 4.503 0.601 2.965
H38 5.372 -0.276 1.673
H39 4.461 -1.160 2.901
H40 1.964 0.067 3.139
H41 2.348 -1.556 2.743
H42 1.051 -0.593 1.840
H43 4.101 -1.393 -0.323
H44 2.430 -1.791 -0.093
H45 3.608 -2.328 1.158

***

No. 2
Molecular formula: C25H45BrClPTi
Method: DFT, ωB97M-V with the def2-TZVPD basis set

Its expectation value of S² is 0.7578. The energy above the lowest of the compared OMol25 structures with the same formula, charge and spin comes out at 46.34 kcal/mol. For the strongest force on any atom, the calculation gives 7.2 eV/A. As for the orbital gap (alpha / beta): 4.32 / 4.43 eV. The charge is -1. As for the electronic energy: -141622.6371 eV. As for the spin multiplicity: 2. Its LUMO energy (alpha / beta) is 0.0989 / 0.0984 Ha.

Geometry (Å):
Ti1 -1.068 2.647 1.023
Cl1 0.703 3.886 0.228
P1 0.001 -0.090 0.374
C1 -1.317 2.800 2.945
H1 -2.249 2.208 3.159
H2 -1.725 3.869 3.007
C2 -0.448 -1.381 -0.952
C3 0.246 -1.171 1.905
C4 -1.716 -2.156 -0.564
H3 -0.684 -0.726 -1.810
C5 -2.243 -3.005 -1.733
H4 -1.486 -2.826 0.279
H5 -2.504 -1.473 -0.216
C6 -1.176 -3.938 -2.317
H6 -3.102 -3.593 -1.389
H7 -2.608 -2.334 -2.521
C7 0.147 -3.218 -2.601
H8 -0.994 -4.764 -1.615
H9 -1.550 -4.392 -3.241
C8 0.637 -2.373 -1.417
H10 0.921 -3.950 -2.865
H11 0.021 -2.561 -3.472
H12 0.899 -3.047 -0.589
H13 1.564 -1.859 -1.703
C9 1.707 0.522 -0.156
C10 0.890 -2.562 1.831
H14 0.916 -0.530 2.499
C11 1.239 -3.030 3.251
H15 0.189 -3.282 1.382
H16 1.803 -2.570 1.219
C12 0.030 -3.023 4.195
H17 1.671 -4.038 3.207
H18 2.018 -2.370 3.657
C13 -0.804 -1.737 4.120
H19 -0.612 -3.881 3.954
H20 0.375 -3.174 5.224
C14 -1.078 -1.276 2.681
H21 -1.758 -1.887 4.640
H22 -0.276 -0.932 4.649
H23 -1.745 -1.993 2.182
H24 -1.601 -0.309 2.698
C15 1.751 0.848 -1.659
H25 1.792 1.480 0.387
C16 3.076 1.529 -2.028
H26 1.643 -0.074 -2.249
H27 0.909 1.500 -1.940
C17 4.299 0.715 -1.583
H28 3.113 1.688 -3.113
H29 3.102 2.519 -1.553
C18 4.230 0.289 -0.112
H30 4.385 -0.180 -2.214
H31 5.210 1.303 -1.750
C19 2.889 -0.355 0.270
H32 5.041 -0.416 0.108
H33 4.388 1.168 0.528
H34 2.820 -1.341 -0.219
H35 2.875 -0.532 1.355
C20 -2.263 2.035 -1.032
C21 -2.606 2.918 -0.136
H36 -2.396 0.973 -0.869
C22 -2.396 4.424 -0.161
H37 -2.937 2.630 0.911
C23 -2.487 4.894 -1.610
H38 -3.099 4.926 0.508
H39 -1.410 4.753 0.239
C24 -1.670 3.998 -2.520
H40 -3.538 4.837 -1.872
H41 -2.220 5.943 -1.725
C25 -1.981 2.497 -2.422
H42 -1.801 4.316 -3.557
H43 -0.618 4.149 -2.277
H44 -2.814 2.264 -3.106
H45 -1.164 1.907 -2.861
Br1 0.648 1.917 3.115

***

No. 3
Molecular formula: C25H45Cl22GaN3OS2
Method: DFT, ωB97M-V with the def2-TZVPD basis set

For the strongest force on any atom, the calculation gives 4.5 eV/A. As for the orbital gap: 5.55 eV. The charge is -1. As for the electronic energy: -382709.9677 eV. As for the spin multiplicity: 1. Its LUMO energy is 0.0565 Ha.

Geometry (Å):
C1 -1.875 -1.541 8.040
C2 -1.824 -1.178 6.901
Ga1 -1.863 -1.012 4.857
C3 0.030 -0.903 4.069
C4 1.033 -1.938 4.705
C5 2.553 -1.600 4.480
S1 3.203 -2.023 2.814
C6 2.190 -0.991 1.655
S2 2.321 0.641 1.921
N1 1.344 -1.551 0.656
C7 1.313 -0.750 -0.589
C8 -0.059 0.071 -0.570
C9 1.551 -3.006 0.421
C10 0.682 -3.821 1.479
N2 -2.761 0.627 4.281
C11 -3.647 0.848 5.170
C12 -3.480 2.133 6.076
C13 -4.847 -0.175 5.371
O1 -2.805 -2.474 4.028
C14 -3.143 -2.138 2.806
N3 -3.642 -1.600 1.927
H1 -1.992 -1.976 9.040
H2 -0.106 -1.157 2.980
H3 0.417 0.147 4.124
H4 0.872 -1.883 5.821
H5 0.774 -2.997 4.438
H6 2.731 -0.523 4.719
H7 3.143 -2.194 5.226
H8 2.201 -0.098 -0.752
H9 1.236 -1.398 -1.501
H10 -0.802 -0.559 -1.149
H11 0.036 1.082 -1.023
H12 -0.457 0.095 0.475
H13 1.141 -3.314 -0.577
H14 2.606 -3.332 0.416
H15 -0.351 -4.020 1.124
H16 1.229 -4.738 1.807
H17 0.654 -3.166 2.386
H18 -3.830 3.001 5.480
H19 -2.394 2.180 6.326
H20 -4.108 1.957 6.994
H21 -4.495 -0.882 6.172
H22 -5.714 0.420 5.745
H23 -5.086 -0.701 4.423
C15 3.909 3.094 -1.226
Cl1 2.197 2.908 -1.603
Cl2 4.871 1.742 -1.846
H24 4.270 4.014 -1.678
H25 4.024 3.141 -0.148
C16 -3.159 -0.880 -3.222
Cl3 -1.572 -0.745 -3.992
Cl4 -4.174 -2.083 -4.038
H26 -3.021 -1.180 -2.186
H27 -3.654 0.085 -3.269
C17 -3.353 3.062 -4.713
Cl5 -3.736 2.486 -3.085
Cl6 -2.736 4.718 -4.680
H28 -2.600 2.415 -5.147
H29 -4.258 3.029 -5.315
C18 -6.103 0.083 -6.648
Cl7 -5.043 1.482 -6.872
Cl8 -7.700 0.572 -6.071
H30 -6.214 -0.429 -7.599
H31 -5.654 -0.584 -5.917
C19 5.944 -2.563 -0.327
Cl9 6.973 -1.129 -0.439
Cl10 4.297 -2.146 0.155
H32 5.913 -3.043 -1.301
H33 6.365 -3.243 0.408
C20 -0.795 -7.118 -0.397
Cl11 -1.585 -7.031 1.181
Cl12 0.867 -6.522 -0.320
H34 -0.783 -8.153 -0.726
H35 -1.354 -6.511 -1.103
C21 0.613 3.969 -6.538
Cl13 -0.528 2.624 -6.435
Cl14 2.217 3.484 -5.982
H36 0.681 4.301 -7.568
H37 0.252 4.780 -5.912
C22 -0.648 4.964 -10.608
Cl15 -1.401 5.094 -9.015
Cl16 0.999 5.605 -10.595
H38 -0.616 3.918 -10.897
H39 -1.240 5.528 -11.323
C23 -7.060 3.375 6.615
Cl17 -8.553 2.510 7.009
Cl18 -6.454 2.925 5.022
H40 -7.259 4.443 6.628
H41 -6.305 3.131 7.359
C24 6.268 1.924 1.707
Cl19 5.549 3.464 2.214
Cl20 5.418 0.552 2.413
H42 6.217 1.850 0.625
H43 7.306 1.901 2.030
C25 9.804 -0.684 -3.653
Cl21 9.010 0.828 -3.199
Cl22 9.008 -2.076 -2.914
H44 9.766 -0.790 -4.733
H45 10.837 -0.652 -3.320

***

No. 4
Molecular formula: C25H45Cl2I2N3O6S
Method: DFT, ωB97M-V with the def2-TZVPD basis set

For the strongest force on any atom, the calculation gives 11.9 eV/A. As for the orbital gap: 3.36 eV. The charge is 0. As for the electronic energy: -95470.7533 eV. As for the spin multiplicity: 1. Its LUMO energy is -0.0739 Ha.

Geometry (Å):
C1 -3.012 0.080 5.181
C2 -1.474 -0.464 4.810
C3 -0.722 0.814 4.088
N1 0.459 0.440 3.222
C4 0.086 0.178 1.784
C5 0.342 1.394 0.724
C6 0.355 2.875 1.399
C7 1.897 3.481 1.628
O1 2.078 4.496 2.482
N2 0.511 0.897 -0.538
C8 0.726 1.911 -1.639
C9 2.304 2.029 -2.148
C10 2.272 3.169 -3.371
C11 2.078 4.703 -2.827
S1 0.339 5.391 -3.009
O2 -0.187 5.684 -1.550
O3 0.245 6.724 -3.790
O4 -0.790 4.273 -3.675
C12 0.374 -0.643 -0.618
C13 -1.263 -0.726 -0.876
C14 -1.888 -2.228 -0.913
C15 -3.216 -2.398 0.089
C16 -4.230 -3.432 -0.690
O5 -5.630 -3.407 -0.152
C17 -6.440 -3.770 -1.362
C18 1.366 -1.359 -1.703
Cl1 1.581 -3.200 -1.488
C19 1.028 -1.121 -3.278
C20 -0.259 -1.928 -3.878
Cl2 2.523 -1.806 -4.218
C21 0.934 -0.980 0.925
C22 2.514 -0.653 1.258
N3 3.482 -1.745 0.756
C23 4.568 -1.821 1.847
C24 0.405 -2.337 1.675
C25 1.341 -2.874 2.907
O6 1.524 -2.297 4.094
I1 2.377 -4.820 2.558
H1 -3.548 0.246 4.136
H2 -3.591 -0.662 5.877
H3 -2.873 1.155 5.671
H4 -0.874 -0.759 5.797
H5 -1.482 -1.370 4.064
H6 -1.470 1.536 3.515
H7 -0.283 1.472 4.980
H8 1.271 1.085 3.331
H9 -1.086 0.052 1.857
H10 -0.154 3.640 0.644
H11 -0.221 2.986 2.411
H12 2.776 3.009 0.999
H13 0.405 3.013 -1.369
H14 -0.012 1.593 -2.523
H15 2.757 1.016 -2.518
H16 2.937 2.546 -1.280
H17 1.367 2.854 -4.073
H18 3.263 3.102 -4.026
H19 2.791 5.420 -3.421
H20 2.408 4.743 -1.685
H21 -1.532 4.093 -2.996
H22 -1.419 -0.263 -1.966
H23 -1.895 -0.051 -0.160
H24 -2.328 -2.409 -2.008
H25 -1.145 -3.107 -0.722
H26 -3.793 -1.360 0.207
H27 -2.892 -2.818 1.133
H28 -4.355 -3.196 -1.851
H29 -3.757 -4.522 -0.573
H30 -5.938 -4.709 -1.900
H31 -6.516 -2.860 -2.132
H32 -7.538 -4.080 -1.105
H33 2.450 -0.894 -1.518
H34 0.948 -0.012 -3.632
H35 -0.009 -2.298 -4.986
H36 -0.584 -2.883 -3.289
H37 -1.162 -1.186 -3.949
H38 2.760 -0.531 2.396
H39 2.913 0.342 0.734
H40 4.014 -1.404 -0.085
H41 4.204 -2.368 2.817
H42 5.532 -2.405 1.476
H43 4.933 -0.746 2.187
H44 -0.651 -2.061 2.160
H45 0.201 -3.254 0.979
I2 4.583 3.775 -3.306

***

No. 5
Molecular formula: C25H45CoIN4O2P
Method: DFT, ωB97M-V with the def2-TZVPD basis set

Its expectation value of S² is 6.0152. The energy above the lowest of the compared OMol25 structures with the same formula, charge and spin comes out at 0.00 kcal/mol. For the strongest force on any atom, the calculation gives 0.7 eV/A. As for the orbital gap (alpha / beta): 9.21 / 7.34 eV. The charge is +2. As for the electronic energy: -91715.3403 eV. As for the spin multiplicity: 5. Its LUMO energy (alpha / beta) is -0.1640 / -0.2328 Ha.

Geometry (Å):
Co1 0.326 0.251 -1.436
I1 0.377 5.819 0.453
C1 -0.483 4.422 -0.809
C2 -1.607 4.721 -1.566
C3 -2.142 3.738 -2.384
C4 -1.546 2.492 -2.408
N1 -0.465 2.203 -1.677
C5 0.063 3.152 -0.898
H1 -2.056 5.704 -1.521
H2 -3.013 3.932 -2.993
H3 -1.937 1.697 -3.030
H4 0.944 2.875 -0.333
O1 2.152 -1.399 -1.392
C6 2.797 -0.345 -1.240
O2 2.289 0.807 -1.285
C7 4.281 -0.440 -0.930
N2 4.677 -1.900 -1.047
C8 5.393 -2.312 0.226
C9 5.797 -0.988 0.855
C10 4.631 -0.066 0.513
H5 4.863 0.134 -1.649
H6 5.256 -2.065 -1.868
H7 3.780 -2.400 -1.189
H8 6.215 -2.974 -0.030
H9 4.670 -2.857 0.831
H10 6.724 -0.623 0.410
H11 5.959 -1.091 1.926
H12 4.871 0.991 0.594
H13 3.778 -0.270 1.164
C11 0.223 -2.826 1.420
C12 -1.257 -2.418 1.538
C13 -1.835 -2.951 2.855
C14 -1.983 -3.096 0.366
P1 -1.414 -0.563 1.377
N3 -0.410 -0.119 0.166
C15 -3.133 -0.031 0.856
C16 -3.253 1.498 0.974
C17 -4.224 -0.680 1.719
C18 -3.391 -0.379 -0.621
C19 -0.849 0.321 2.919
C20 0.465 -0.324 3.396
C21 -0.492 1.783 2.581
C22 -1.862 0.296 4.069
H14 0.249 -3.915 1.346
H15 0.812 -2.545 2.287
H16 0.689 -2.419 0.523
H17 -1.795 -4.042 2.820
H18 -2.876 -2.672 3.009
H19 -1.260 -2.637 3.723
H20 -1.739 -4.159 0.405
H21 -1.651 -2.718 -0.601
H22 -3.064 -3.015 0.432
H23 -3.270 1.839 2.006
H24 -4.205 1.786 0.525
H25 -2.461 2.025 0.439
H26 -4.122 -0.451 2.777
H27 -4.270 -1.760 1.599
H28 -5.186 -0.280 1.392
H29 -2.579 -0.059 -1.272
H30 -4.292 0.154 -0.926
H31 -3.567 -1.436 -0.790
H32 1.199 -0.394 2.591
H33 0.322 -1.307 3.836
H34 0.885 0.320 4.169
H35 0.182 1.845 1.726
H36 0.027 2.197 3.447
H37 -1.354 2.412 2.393
H38 -2.154 -0.712 4.360
H39 -2.760 0.868 3.846
H40 -1.397 0.763 4.940
C23 0.976 1.599 -6.267
C24 0.635 0.137 -5.943
C25 0.352 -0.055 -4.519
N4 0.111 -0.226 -3.410
H41 1.452 1.646 -7.244
H42 1.660 2.022 -5.535
H43 0.074 2.207 -6.295
H44 1.449 -0.540 -6.207
H45 -0.250 -0.200 -6.484

***

No. 6
Molecular formula: C25H45FeN2S2Si4Te
Method: DFT, ωB97M-V with the def2-TZVPD basis set

Its expectation value of S² is 6.0179. The energy above the lowest of the compared OMol25 structures with the same formula, charge and spin comes out at 17.04 kcal/mol. For the strongest force on any atom, the calculation gives 2.4 eV/A. As for the orbital gap (alpha / beta): 6.64 / 6.51 eV. The charge is -1. As for the electronic energy: -124503.7369 eV. As for the spin multiplicity: 5. Its LUMO energy (alpha / beta) is 0.0929 / 0.0927 Ha.

Geometry (Å):
Fe1 -0.415 -1.908 -1.050
C1 1.545 -3.130 0.936
N1 0.409 -3.715 0.199
C2 -0.661 -4.166 1.095
C3 -1.262 -3.038 1.901
N2 -1.924 -2.042 1.051
C4 -1.987 -0.744 1.737
C5 -3.259 -2.479 0.673
C6 -4.206 -2.725 1.667
C7 -5.492 -3.132 1.356
C8 -5.832 -3.297 0.017
C9 -4.901 -3.041 -0.972
C10 -3.594 -2.613 -0.678
S1 -2.493 -2.242 -1.988
C11 0.896 -4.769 -0.669
C12 1.002 -6.080 -0.218
C13 1.512 -7.076 -1.039
C14 1.929 -6.743 -2.321
C15 1.834 -5.435 -2.769
C16 1.321 -4.414 -1.960
S2 1.246 -2.757 -2.519
H1 1.896 -3.813 1.722
H2 1.275 -2.171 1.374
H3 2.350 -2.947 0.228
H4 -0.297 -4.918 1.805
H5 -1.439 -4.626 0.483
H6 -0.499 -2.535 2.496
H7 -1.970 -3.484 2.609
H8 -2.489 -0.820 2.711
H9 -2.529 -0.039 1.110
H10 -0.979 -0.356 1.876
H11 -3.931 -2.589 2.707
H12 -6.216 -3.311 2.142
H13 -6.829 -3.622 -0.255
H14 -5.166 -3.162 -2.016
H15 0.679 -6.341 0.781
H16 1.581 -8.095 -0.679
H17 2.327 -7.509 -2.977
H18 2.154 -5.173 -3.770
C17 -1.576 3.131 2.051
Si1 -1.034 3.783 0.381
C18 -2.428 3.500 -0.830
C19 -0.762 5.637 0.544
Si2 0.882 2.680 -0.330
Te1 0.353 0.349 -0.867
Si3 1.725 3.581 -2.304
C20 2.382 5.325 -2.065
C21 0.362 3.620 -3.581
C22 3.106 2.498 -2.936
Si4 2.486 2.699 1.350
C23 4.048 1.865 0.744
C24 2.928 4.438 1.912
C25 1.880 1.751 2.847
H19 -2.575 3.508 2.297
H20 -0.888 3.440 2.844
H21 -1.611 2.037 2.045
H22 -3.370 3.889 -0.430
H23 -2.547 2.431 -1.033
H24 -2.228 3.995 -1.786
H25 -1.673 6.122 0.910
H26 -0.506 6.082 -0.423
H27 0.051 5.866 1.240
H28 1.613 5.989 -1.659
H29 2.722 5.739 -3.020
H30 3.229 5.335 -1.371
H31 -0.414 4.346 -3.321
H32 -0.108 2.633 -3.646
H33 0.761 3.879 -4.567
H34 3.984 2.541 -2.285
H35 3.406 2.803 -3.944
H36 2.770 1.457 -2.973
H37 4.583 2.493 0.025
H38 3.803 0.922 0.244
H39 4.720 1.652 1.582
H40 3.259 5.059 1.074
H41 3.736 4.401 2.650
H42 2.069 4.937 2.374
H43 1.549 0.750 2.549
H44 1.036 2.251 3.331
H45 2.688 1.647 3.579